Here is a molecular structure, C24H60AsF6N3O3 at a distorted geometry from the OMol25 dataset. Energies are from ωB97M-V/def2-TZVPD.

Last column: Löwdin charge in e.
Positions of all 97 atoms, in Å:
C 4.13059 0.85522 0.69448  -0.044
C 5.04623 1.12818 -0.48259  -0.158
N 4.37782 1.71073 -1.70145  -0.260
C 3.28064 0.76177 -2.15900  0.038
C 3.71898 3.02093 -1.40175  -0.178
C 4.64021 4.10873 -0.86583  -0.049
C 5.42572 1.93424 -2.77040  -0.081
C 6.14541 0.71457 -3.30416  -0.216
O 5.27695 -0.26293 -3.79343  -0.203
C 5.88445 -1.12129 -4.74741  -0.068
H 3.30685 1.55430 0.77275  0.070
H 4.69257 0.92063 1.62392  0.097
H 3.72118 -0.14654 0.61331  0.076
H 5.50464 0.19529 -0.79981  0.130
H 5.85281 1.81018 -0.21663  0.130
H 3.17885 0.82792 -3.23314  0.111
H 2.37330 1.02287 -1.62492  0.084
H 3.56453 -0.24025 -1.86615  0.112
H 2.95971 2.86607 -0.64793  0.111
H 3.26962 3.32875 -2.34548  0.135
H 5.64026 4.17131 -1.28650  0.077
H 4.78650 3.99023 0.21167  0.089
H 4.19526 5.09700 -0.97710  0.093
H 6.21280 2.51723 -2.29828  0.125
H 4.95438 2.53121 -3.54806  0.149
H 6.84135 0.30019 -2.56654  0.135
H 6.74595 1.09398 -4.14204  0.141
H 6.25591 -0.60921 -5.64230  0.097
H 5.08946 -1.78310 -5.08353  0.098
H 6.71082 -1.66939 -4.29002  0.098
C -0.70929 -6.42268 2.20771  -0.043
C -1.72215 -5.99911 3.24764  -0.134
N -1.64835 -4.50804 3.59165  -0.268
C -0.24379 -4.11730 3.89696  0.016
C -2.09499 -3.64115 2.43686  -0.190
C -3.56053 -3.75127 2.07200  -0.049
C -2.56402 -4.22149 4.77918  -0.075
C -2.16778 -4.65622 6.18556  -0.220
O -0.95030 -4.14940 6.62687  -0.198
C -0.55654 -4.74269 7.85183  -0.076
H 0.25048 -6.63021 2.67688  0.090
H -0.56222 -5.65834 1.44859  0.080
H -1.03039 -7.34991 1.73878  0.096
H -1.47806 -6.43823 4.21498  0.126
H -2.76509 -6.17331 3.00569  0.123
H 0.36783 -4.28831 3.01813  0.105
H 0.13738 -4.75560 4.68810  0.108
H -0.22686 -3.10697 4.28848  0.119
H -1.49142 -3.87208 1.56727  0.097
H -1.87864 -2.63239 2.77852  0.119
H -3.67678 -3.09820 1.20318  0.093
H -4.25444 -3.41323 2.83675  0.080
H -3.86965 -4.73262 1.70982  0.087
H -3.46622 -4.77177 4.51422  0.132
H -2.77767 -3.15459 4.72120  0.143
H -2.15777 -5.75860 6.18998  0.130
H -2.99565 -4.32775 6.82554  0.144
H 0.25675 -4.17112 8.28409  0.096
H -0.23250 -5.78272 7.71532  0.097
H -1.39876 -4.78291 8.55220  0.096
C -1.81921 1.32609 -2.88894  -0.056
C -1.55259 2.72277 -2.36709  -0.165
N -2.69053 3.28406 -1.55289  -0.272
C -2.66819 2.58371 -0.20800  0.034
C -2.36097 4.74802 -1.32155  -0.177
C -3.34672 5.55368 -0.52830  -0.044
C -4.04481 3.05230 -2.17072  -0.076
C -4.23048 3.63083 -3.55286  -0.202
O -4.37226 5.02271 -3.47239  -0.195
C -5.11584 5.58436 -4.54555  -0.065
H -2.25037 0.57494 -2.23063  0.079
H -0.86397 0.93959 -3.24406  0.090
H -2.48822 1.35676 -3.75303  0.082
H -1.41659 3.39139 -3.21603  0.128
H -0.65783 2.74897 -1.74983  0.129
H -2.72474 1.51254 -0.33502  0.088
H -3.44416 3.07418 0.37233  0.101
H -1.74236 2.89624 0.27179  0.115
H -2.21335 5.19272 -2.30303  0.127
H -1.37456 4.70917 -0.85699  0.131
H -4.33555 5.51710 -0.96349  0.078
H -2.96206 6.56630 -0.44778  0.102
H -3.38609 5.17046 0.49495  0.083
H -4.72163 3.51142 -1.45495  0.136
H -4.19008 1.97516 -2.15043  0.137
H -5.08522 3.13283 -4.02021  0.144
H -3.35712 3.38751 -4.17555  0.125
H -6.18037 5.56432 -4.29666  0.099
H -5.01171 5.01215 -5.47432  0.094
H -4.76774 6.59067 -4.75292  0.095
As 0.14137 -1.43794 -0.01254  0.687
F -0.06309 -1.56420 1.70107  -0.245
F -1.03145 -2.62928 -0.39004  -0.231
F 0.35062 -1.20968 -1.71412  -0.252
F 1.35890 -0.20829 0.23254  -0.270
F 1.35090 -2.64735 0.09057  -0.236
F -1.04822 -0.15679 -0.00893  -0.266

Properties
* HOMO level: -14.2 eV
* energy: -4174.9467 a.u.
* gap between HOMO and LUMO: 10.3567 eV
* net charge: +2
* LUMO level: -3.818 eV

Here is a molecular structure, C24H60B3IN4O4 at a distorted geometry from the OMol25 dataset. Energies are from ωB97M-V/def2-TZVPD.

Last column: Löwdin charge in e.
Positions of all 96 atoms, in Å:
N -1.30528 -3.12249 -0.53225  -0.009
C -0.48322 -4.20252 -1.07538  -0.266
C 0.13497 -3.70202 -2.43958  -0.189
C 1.66186 -4.02937 -2.56295  -0.058
B 2.32179 -2.88138 -3.47175  -0.465
O 3.63651 -2.44345 -3.17882  0.202
B 3.88910 -1.21569 -3.81338  -0.992
I 4.80301 0.48407 -2.82586  0.933
O 3.48201 -1.07469 -5.15718  0.173
B 2.05687 -1.21460 -5.10661  -0.490
C 1.18906 -0.01547 -5.68729  -0.061
C -0.05919 -0.46762 -6.50875  -0.172
C -1.31484 -0.76528 -5.61601  -0.241
O -1.73108 -2.11124 -5.81139  -0.069
O 1.53560 -2.38727 -4.53701  0.274
H -2.26520 -3.17485 -0.82459  0.061
H -1.20883 -3.01908 0.46505  0.050
H -1.05888 -5.10486 -1.34195  0.102
H 0.33455 -4.49626 -0.40930  0.100
H -0.00114 -2.61258 -2.45791  0.093
H -0.44542 -4.10040 -3.28006  0.110
H 2.17571 -4.08680 -1.59696  0.102
H 1.78892 -4.97392 -3.11828  0.115
H 0.87657 0.69790 -4.90654  0.122
H 1.83506 0.55863 -6.37076  0.112
H 0.18002 -1.32780 -7.14497  0.114
H -0.33517 0.36885 -7.17317  0.103
H -2.12302 -0.05556 -5.83965  0.113
H -0.99629 -0.64413 -4.57287  0.114
H -2.14702 -2.13592 -6.66507  0.072
C 1.49047 -4.12770 4.17744  -0.090
C 1.44941 -2.62133 3.96361  -0.275
N 0.11725 -2.10581 3.69534  -0.195
C 0.12297 -0.71249 3.26296  -0.248
C 0.60342 0.34085 4.26533  -0.086
C -0.90711 -2.44708 4.67235  -0.246
C -0.68255 -2.00525 6.12188  -0.081
H 1.08701 -4.65884 3.31342  0.075
H 2.52378 -4.44919 4.31808  0.073
H 0.93455 -4.43335 5.06516  0.064
H 2.08473 -2.39368 3.10328  0.118
H 1.91224 -2.13267 4.83306  0.098
H -0.88030 -0.43982 2.92194  0.101
H 0.75177 -0.63909 2.36955  0.109
H -0.14918 0.55419 5.02275  0.054
H 0.79623 1.28112 3.74304  0.071
H 1.52934 0.05138 4.76317  0.066
H -1.04186 -3.53240 4.66464  0.100
H -1.86886 -2.05609 4.32675  0.101
H 0.34636 -2.15940 6.45028  0.068
H -1.32707 -2.58518 6.78665  0.073
H -0.93959 -0.95766 6.27043  0.054
C 7.43697 7.10563 -3.67763  -0.092
C 6.49177 5.94657 -3.39561  -0.275
N 5.69351 6.12296 -2.19408  -0.198
C 4.97605 4.91662 -1.80650  -0.247
C 3.89029 4.39003 -2.74930  -0.102
C 4.92877 7.35802 -2.11887  -0.249
C 3.90582 7.63684 -3.22514  -0.086
H 8.11530 7.27272 -2.83935  0.079
H 8.03962 6.88001 -4.55901  0.072
H 6.90123 8.03375 -3.88293  0.063
H 7.10121 5.04702 -3.27314  0.118
H 5.86601 5.78220 -4.28491  0.099
H 4.53806 5.07082 -0.81614  0.113
H 5.71728 4.12216 -1.66625  0.105
H 2.97640 4.97868 -2.68500  0.056
H 3.62574 3.36843 -2.46642  0.014
H 4.21745 4.36276 -3.78927  0.068
H 5.63401 8.19310 -2.08919  0.099
H 4.42417 7.39994 -1.14962  0.114
H 4.28498 7.38513 -4.21659  0.067
H 3.65377 8.70003 -3.23334  0.071
H 2.97571 7.09426 -3.06314  0.054
C -4.25351 -0.41566 2.70873  -0.091
C -5.10772 -1.63863 3.00885  -0.276
N -5.87694 -1.52657 4.23637  -0.197
C -6.49797 -2.78243 4.63459  -0.250
C -7.57534 -3.37462 3.72135  -0.089
C -6.72075 -0.34676 4.34772  -0.249
C -7.79505 -0.12959 3.27694  -0.085
H -3.56055 -0.21001 3.52725  0.068
H -3.66494 -0.59223 1.80624  0.072
H -4.85706 0.47554 2.52983  0.066
H -4.43455 -2.49584 3.10158  0.113
H -5.74916 -1.83796 2.13807  0.099
H -6.91342 -2.66577 5.63963  0.111
H -5.70098 -3.52534 4.74357  0.108
H -8.52445 -2.85027 3.81947  0.054
H -7.76191 -4.41403 4.00219  0.070
H -7.28027 -3.37112 2.67162  0.066
H -6.07301 0.53413 4.36344  0.099
H -7.19568 -0.34668 5.33269  0.114
H -7.43168 -0.34731 2.27160  0.067
H -8.11856 0.91402 3.28713  0.071
H -8.68063 -0.73528 3.46269  0.054

Properties
* HOMO level: -8.1 eV
* energy: -1842.8947 a.u.
* gap between HOMO and LUMO: 8.4907 eV
* net charge: 0
* LUMO level: 0.392 eV